1.
27
Properties=species:S:1:pos:R:3:lowdin_charge:R:1 method="wB97M-V/def2-TZVPD" smiles=CNC[C@H](C)N(C)C.O e_tot_ha=-424.10213 lumo_ha=0.0316 orbital_gap_ev=9.44 e_above_lowest_kcal_mol=29.9
O -3.156 1.559 1.615 -0.066
N 0.869 1.598 1.467 -0.113
N -0.080 -1.380 -0.301 -0.229
C 0.333 0.038 -0.491 -0.373
C 0.024 0.653 -1.876 -0.048
C -0.144 0.902 0.676 -0.213
C -1.492 -1.522 -0.702 -0.077
C 0.777 -2.256 -1.057 -0.123
C 2.048 0.829 1.818 -0.147
H -0.881 1.609 0.339 0.096
H -0.657 0.275 1.413 0.104
H 1.817 -1.940 -1.060 0.082
H 1.189 2.465 1.043 0.104
H -1.813 -2.541 -0.485 0.088
H 2.731 1.499 2.352 0.076
H 0.174 -0.122 -2.639 0.070
H 1.414 0.004 -0.481 0.096
H -2.569 0.807 1.752 0.004
H 2.725 0.513 1.014 0.069
H -2.004 -0.798 -0.080 0.073
H -0.984 1.056 -1.923 0.077
H -1.623 -1.332 -1.771 0.080
H 0.826 1.337 -2.150 0.079
H 1.808 0.053 2.541 0.084
H -2.553 2.307 1.758 0.041
H 0.723 -3.270 -0.649 0.085
H 0.500 -2.343 -2.122 0.080

2.
28
Properties=species:S:1:pos:R:3:lowdin_charge:R:1 method="wB97M-V/def2-TZVPD" smiles="CCN/C=C/CCN.O.O" e_tot_ha=-499.29475 lumo_ha=0.0174 orbital_gap_ev=8.43 e_above_lowest_kcal_mol=61.2
O -1.846 2.800 1.557 -0.124
O -0.249 2.822 -0.966 -0.078
N -0.814 -1.561 -1.324 -0.065
N 3.450 0.081 0.388 -0.005
C 1.571 -1.528 1.588 -0.187
C -2.243 -1.118 -1.553 -0.200
C -2.331 0.310 -0.989 -0.107
C -0.264 -1.659 -0.002 -0.154
C 1.046 -1.902 0.228 -0.151
C 2.220 -0.092 1.354 -0.217
H -2.613 1.107 -1.667 0.077
H 1.675 -2.113 -0.603 0.089
H 3.296 0.766 -0.339 0.041
H 2.684 0.316 2.194 0.061
H -1.023 -1.561 0.879 0.158
H -0.975 2.853 0.971 0.065
H -3.061 0.473 -0.271 0.041
H -0.467 -2.138 -2.051 0.096
H 0.734 -1.286 2.206 0.089
H 2.437 -2.166 1.917 0.120
H 3.477 -0.811 -0.012 0.000
H -2.474 2.403 0.925 0.006
H -2.389 -1.046 -2.595 0.089
H -1.401 0.664 -0.494 0.051
H -0.534 1.980 -1.326 -0.003
H 1.368 0.521 0.894 0.111
H -2.975 -1.779 -1.073 0.107
H 0.546 3.147 -1.488 0.091

3.
29
Properties=species:S:1:pos:R:3:lowdin_charge:R:1 method="wB97M-V/def2-TZVPD" e_tot_ha=-840.50638 lumo_ha=-0.1583 orbital_gap_ev=7.90 charge=+1 e_above_lowest_kcal_mol=21.2
P -2.666 1.049 0.165 0.758
O -2.130 -0.347 0.844 -0.403
O -2.899 0.561 -1.441 -0.344
N 0.205 -2.172 0.728 0.256
N 2.106 2.888 0.676 -0.005
C 1.198 -1.838 -0.062 -0.236
C -4.481 1.003 0.371 -0.245
C 2.008 1.842 -0.285 -0.307
C 2.256 -2.801 -0.394 0.033
C 1.626 0.550 0.405 -0.140
C 1.158 -0.497 -0.723 -0.079
H 1.159 2.067 -1.031 0.143
H 0.777 0.827 1.018 0.102
H -2.085 0.528 -2.019 0.067
H 0.271 -0.181 -1.060 0.064
H -0.338 -1.359 1.120 0.128
H 3.139 -2.405 -0.674 0.064
H 2.334 0.021 0.989 0.106
H -2.632 -1.184 0.440 0.136
H 2.842 3.574 0.668 0.078
H 2.312 -3.469 0.541 0.141
H 2.954 1.790 -0.820 0.122
H -4.743 1.039 1.439 0.055
H -4.798 1.968 0.100 0.022
H 1.305 3.517 0.609 0.084
H 1.895 -0.480 -1.466 0.111
H -4.787 0.124 -0.187 0.048
H -0.030 -3.031 1.138 0.133
H 2.045 -3.583 -1.088 0.109

4.
27
Properties=species:S:1:pos:R:3:lowdin_charge:R:1 method="wB97M-V/def2-TZVPD" e_tot_ha=-638.35023 lumo_ha=0.0263 orbital_gap_ev=7.85 e_above_lowest_kcal_mol=63.1
Si -0.962 0.705 -0.112 0.596
N -0.853 2.469 -0.235 -0.068
N -2.032 -0.045 -1.273 -0.200
C 1.934 0.037 -1.499 -0.137
C -2.411 -1.473 -1.247 -0.188
C -1.683 0.261 1.616 -0.181
C 2.330 0.617 0.871 -0.127
C 1.441 -0.180 -0.082 -0.502
C 1.000 -1.610 0.315 -0.126
H -0.937 -0.100 2.381 0.040
H -2.367 -0.475 1.698 -0.045
H -1.572 0.239 -2.182 0.085
H 1.642 -0.851 -2.048 0.064
H -1.248 3.009 -1.022 0.037
H 1.912 -2.240 0.211 0.092
H -1.543 -2.158 -1.629 0.091
H -2.201 1.054 2.187 0.032
H -3.313 -1.658 -1.893 0.081
H 3.015 0.215 -1.438 0.063
H 3.459 0.559 0.547 0.097
H -0.732 3.096 0.472 -0.029
H 2.131 1.646 1.111 0.047
H 0.659 -1.677 1.369 0.069
H 1.495 0.814 -2.134 0.062
H 2.261 0.040 1.866 0.085
H -2.544 -1.789 -0.201 0.059
H 0.092 -1.693 -0.230 0.004